C32H46N6SbTi | ωB97M-V with the def2-TZVPD basis set

- Multiplicity: 2
- Gap between HOMO and LUMO (spin up / spin down): 5.85 / 5.89 eV
- LUMO level (spin up / spin down): -6.967 / -6.920 eV
- HOMO energy (spin up / spin down): -12.8 / -12.8 eV
- Total charge: +2
- Strongest force on any atom: 1.68 eV/A
- Relative energy (zero: lowest compared OMol25 entry of this formula, charge and spin): 0.0 kJ/mol

XYZ file:
```
86
Properties=species:S:1:pos:R:3:forces:R:3
Ti -0.019 0.107 0.151 0.989 -1.071 0.837
N 4.425 -0.043 -0.558 -0.066 -0.026 0.009
C 3.160 -0.410 -0.486 0.045 -0.026 0.066
N 2.144 0.416 -0.418 -0.384 0.064 -0.088
C 2.409 1.790 -0.484 0.262 0.095 0.046
N 1.447 2.645 -0.586 -0.291 -0.198 -0.020
N 0.232 1.983 -0.617 0.013 1.043 -0.612
C -0.762 2.593 -1.142 -0.071 -0.156 0.024
C -2.018 1.832 -1.205 0.290 0.155 -0.047
C -3.176 2.368 -1.719 -0.108 -0.108 0.060
C -4.336 1.591 -1.697 0.085 0.083 -0.013
C -4.276 0.325 -1.153 0.108 -0.063 0.042
C -3.059 -0.146 -0.671 -0.093 0.049 -0.097
N -1.938 0.571 -0.706 -0.351 0.280 -0.308
C 3.790 2.254 -0.468 -0.060 0.035 -0.023
C 4.130 3.610 -0.427 -0.025 -0.015 0.013
C 5.455 3.983 -0.442 0.018 -0.047 0.000
C 6.461 3.015 -0.507 -0.013 0.035 0.002
C 6.147 1.672 -0.551 -0.054 0.020 0.021
C 4.807 1.307 -0.526 0.075 -0.092 -0.011
H 5.139 -0.757 -0.609 -0.008 0.027 -0.005
H 2.966 -1.473 -0.469 -0.001 -0.025 -0.013
H -0.663 3.606 -1.522 -0.047 -0.023 -0.012
H -3.178 3.374 -2.115 -0.010 0.016 -0.010
H -5.264 1.982 -2.091 -0.012 0.005 0.000
H -5.150 -0.308 -1.094 -0.016 -0.008 -0.002
H -2.987 -1.122 -0.224 -0.003 -0.107 0.005
H 3.341 4.347 -0.383 -0.008 0.007 -0.003
H 5.721 5.030 -0.406 0.005 0.018 -0.002
H 7.499 3.318 -0.523 0.010 0.008 -0.001
H 6.923 0.920 -0.599 0.011 -0.020 -0.003
C 2.811 -3.732 1.095 0.028 0.048 0.075
C 1.359 -4.153 1.320 0.029 -0.032 -0.072
C 1.296 -5.668 1.118 0.020 -0.062 -0.050
C 0.906 -3.829 2.744 0.034 -0.045 0.019
Sb 0.037 -3.007 -0.027 -0.151 -0.019 0.027
C 0.508 -3.631 -2.081 0.013 0.040 -0.044
C -0.577 -3.129 -3.033 -0.027 0.046 0.012
C 1.814 -2.936 -2.470 0.030 -0.020 0.013
C 0.669 -5.140 -2.233 0.018 -0.027 -0.040
C -1.968 -3.737 0.525 -0.035 -0.029 0.000
C -2.908 -3.650 -0.685 0.016 -0.022 -0.007
C -2.014 -5.192 0.992 -0.004 -0.010 0.055
C -2.433 -2.841 1.687 -0.013 0.068 -0.010
H 3.449 -4.300 1.778 0.003 -0.006 0.007
H 2.990 -2.679 1.311 0.002 -0.042 -0.016
H 3.151 -3.961 0.084 0.003 -0.016 -0.015
H 2.001 -6.118 1.824 -0.003 -0.011 0.013
H 1.600 -5.983 0.121 -0.008 0.031 0.138
H 0.321 -6.090 1.334 0.001 0.008 -0.029
H 1.621 -4.258 3.452 0.012 0.009 0.001
H -0.063 -4.280 2.961 0.040 0.025 0.014
H 0.829 -2.763 2.951 0.043 0.147 -0.003
H -0.814 -2.069 -2.886 0.010 -0.001 0.018
H -1.497 -3.700 -2.960 -0.039 -0.024 0.025
H -0.213 -3.235 -4.059 -0.006 -0.001 -0.012
H 1.731 -1.845 -2.415 -0.024 -0.015 -0.015
H 2.054 -3.184 -3.508 0.003 -0.008 -0.006
H 2.659 -3.265 -1.864 0.015 0.010 0.020
H -0.197 -5.695 -1.869 -0.007 0.002 0.018
H 1.558 -5.512 -1.723 -0.060 0.042 -0.083
H 0.785 -5.379 -3.295 -0.004 0.003 -0.013
H -2.792 -4.530 -1.318 0.032 -0.007 -0.032
H -2.767 -2.786 -1.329 0.002 0.122 -0.004
H -3.943 -3.651 -0.332 -0.005 0.001 0.000
H -1.570 -5.881 0.273 -0.031 0.021 -0.017
H -3.064 -5.481 1.107 -0.015 0.014 0.022
H -1.540 -5.334 1.960 0.013 -0.043 -0.030
H -2.162 -1.783 1.592 -0.044 -0.062 -0.042
H -2.008 -3.174 2.635 0.045 0.032 -0.011
H -3.521 -2.897 1.789 -0.008 -0.038 0.009
C -2.387 1.738 2.121 -0.045 0.029 0.008
C -1.199 1.076 2.735 0.090 -0.046 -0.070
C -0.948 0.956 4.059 0.042 -0.040 0.042
C 0.338 0.349 4.218 -0.080 -0.072 0.007
C 0.841 0.115 2.985 -0.014 0.182 -0.117
C 2.222 -0.337 2.647 -0.033 -0.053 -0.043
N -0.100 0.542 2.008 -0.162 -0.113 0.252
H -2.963 2.201 2.920 -0.002 0.000 -0.002
H -3.061 1.050 1.605 0.010 0.005 0.030
H -2.105 2.538 1.432 0.010 -0.018 -0.001
H -1.601 1.293 4.847 -0.014 0.009 0.017
H 0.841 0.137 5.147 0.022 0.007 0.021
H 2.661 -0.836 3.508 0.004 0.020 0.017
H 2.868 0.507 2.384 -0.003 -0.009 -0.020
H 2.235 -1.049 1.821 -0.047 0.018 0.068
```
Positions in Å, forces in eV/Å.


C32H46N9O3PSTc | ωB97M-V with the def2-TZVPD basis set

- Multiplicity: 3
- Gap between HOMO and LUMO (spin up / spin down): 6.92 / 6.64 eV
- LUMO level (spin up / spin down): -2.925 / -3.200 eV
- HOMO energy (spin up / spin down): -9.8 / -9.8 eV
- Total charge: +1
- Strongest force on any atom: 0.85 eV/A

XYZ file:
```
93
Properties=species:S:1:pos:R:3:forces:R:3
Tc 0.119 0.326 -0.438 -0.779 0.207 -0.262
C 3.366 1.771 3.581 -0.056 0.015 -0.034
C 2.011 1.974 2.894 0.141 -0.013 0.021
C 2.105 2.956 1.752 -0.077 -0.035 0.020
C 2.161 4.317 2.043 0.013 0.039 -0.041
C 2.281 5.269 1.044 -0.005 -0.003 0.049
C 2.353 4.871 -0.281 -0.070 0.003 -0.007
C 2.288 3.525 -0.620 0.043 -0.097 -0.101
C 2.451 3.098 -2.062 0.082 0.010 0.053
C 3.930 3.017 -2.454 -0.082 -0.009 0.010
C 2.158 2.577 0.403 0.099 0.137 -0.095
N 1.984 1.203 0.050 0.311 -0.022 0.202
C 2.904 0.334 0.338 -0.038 0.079 -0.130
C 2.572 -1.039 0.264 -0.048 -0.072 0.010
C 3.285 -2.214 0.487 0.030 0.080 -0.025
C 2.360 -3.257 0.381 -0.022 -0.035 -0.051
C 1.126 -2.672 0.105 0.052 0.014 -0.101
N 1.238 -1.333 0.019 0.068 -0.109 0.164
H 3.295 1.005 4.352 -0.007 0.021 0.019
H 3.706 2.696 4.049 0.030 -0.004 -0.003
H 4.137 1.465 2.870 0.005 -0.019 0.000
H 1.296 2.365 3.619 -0.039 -0.050 -0.013
H 1.611 1.018 2.560 -0.006 0.026 0.003
H 2.097 4.627 3.079 0.009 0.002 0.003
H 2.321 6.319 1.300 -0.011 0.003 -0.006
H 2.458 5.610 -1.067 0.017 -0.005 -0.001
H 1.947 3.815 -2.715 -0.008 0.007 0.023
H 1.993 2.120 -2.224 -0.073 0.047 -0.058
H 4.441 3.949 -2.213 0.025 -0.003 -0.022
H 4.041 2.831 -3.523 0.018 -0.023 0.001
H 4.429 2.211 -1.913 0.020 0.014 0.021
H 3.895 0.656 0.648 -0.018 0.020 0.078
H 4.337 -2.283 0.715 -0.001 -0.033 0.012
H 2.545 -4.311 0.505 0.016 0.005 0.021
H 0.179 -3.165 -0.034 -0.010 -0.003 0.028
N -0.725 2.355 -0.823 0.189 -0.073 -0.102
C -1.323 2.903 0.415 0.052 -0.115 0.163
C -1.013 2.031 1.636 -0.135 0.197 -0.153
O -1.282 2.434 2.736 0.056 -0.064 0.030
O -0.488 0.854 1.364 0.156 -0.242 -0.098
H 0.097 2.911 -1.046 -0.033 0.059 -0.061
H -1.356 2.454 -1.610 -0.042 -0.071 0.035
H -2.408 2.946 0.329 0.007 0.030 -0.044
H -0.960 3.909 0.622 -0.017 0.010 -0.025
O 0.476 0.155 -2.526 0.056 0.269 0.226
N 0.748 -0.913 -3.267 0.200 -0.204 -0.001
C 0.015 -1.108 -4.377 -0.110 0.008 -0.040
C 0.247 -2.196 -5.185 0.032 -0.062 -0.029
C 1.251 -3.096 -4.854 0.008 0.057 0.066
C 2.020 -2.847 -3.729 -0.024 -0.024 -0.080
C 1.763 -1.737 -2.952 0.020 0.044 0.053
H -0.740 -0.362 -4.569 -0.003 0.012 0.069
H -0.362 -2.331 -6.067 -0.012 0.014 0.006
H 1.435 -3.966 -5.468 0.011 0.007 -0.012
H 2.831 -3.498 -3.440 -0.001 0.005 0.009
H 2.343 -1.462 -2.085 -0.032 -0.015 0.067
C -5.058 -0.782 -1.581 0.060 -0.004 0.031
N -4.756 -0.545 -0.173 -0.098 -0.012 -0.006
C -4.742 -1.826 0.535 0.039 0.020 -0.015
N -3.823 -2.797 -0.057 -0.045 -0.035 0.013
C -4.155 -2.977 -1.464 0.072 0.049 0.031
N -4.147 -1.728 -2.227 -0.059 -0.021 -0.079
C -2.802 -1.185 -2.359 0.104 0.171 0.106
P -2.054 -0.768 -0.703 -0.316 -0.240 0.090
C -3.499 0.169 -0.008 0.145 0.016 0.062
C -2.431 -2.398 0.116 0.090 0.091 -0.004
H -5.027 0.167 -2.121 -0.028 0.002 -0.001
H -6.068 -1.189 -1.648 -0.003 0.001 -0.013
H -5.749 -2.244 0.495 0.000 -0.006 0.015
H -4.460 -1.659 1.575 0.000 0.006 0.001
H -5.153 -3.411 -1.534 -0.007 0.014 0.007
H -3.440 -3.670 -1.913 -0.032 -0.028 -0.009
H -2.839 -0.284 -2.979 0.043 -0.014 -0.031
H -2.168 -1.920 -2.862 0.011 0.013 -0.026
H -3.576 1.147 -0.493 0.024 -0.012 -0.012
H -3.301 0.329 1.057 -0.005 0.023 0.003
H -2.196 -2.299 1.178 0.017 -0.035 0.035
H -1.796 -3.178 -0.307 0.022 0.022 -0.027
C -4.067 0.544 5.218 0.011 0.027 -0.008
N -3.664 -0.812 5.494 0.043 0.012 0.076
C -4.339 -1.622 6.498 0.013 0.014 -0.017
C -3.529 -2.927 6.481 0.051 -0.010 -0.022
N -2.798 -2.803 5.225 -0.104 -0.061 0.070
C -2.802 -1.531 4.754 -0.016 0.007 -0.077
S -1.885 -0.967 3.475 -0.005 -0.086 -0.020
H -4.082 1.119 6.145 -0.012 -0.010 0.008
H -5.064 0.574 4.768 0.003 0.003 0.003
H -3.348 0.990 4.534 -0.002 -0.011 -0.001
H -5.387 -1.780 6.224 0.004 -0.015 -0.020
H -4.308 -1.130 7.470 -0.043 0.001 0.002
H -4.165 -3.810 6.481 -0.012 0.008 0.024
H -2.849 -2.986 7.333 0.010 0.018 -0.005
H -2.039 -3.413 4.979 0.017 0.045 -0.049
```
Positions in Å, forces in eV/Å.


C32H47AlCl3N3O3SSi | ωB97M-V with the def2-TZVPD basis set

- Gap between HOMO and LUMO: 4.32 eV
- LUMO level: -0.680 eV
- HOMO energy: -5.0 eV
- Strongest force on any atom: 2.32 eV/A
- Relative energy (zero: lowest compared OMol25 entry of this formula, charge and spin): 0.0 kJ/mol

XYZ file:
```
91
Properties=species:S:1:pos:R:3:forces:R:3
C 2.020 -1.592 -5.737 -0.116 -0.041 -0.046
C 1.201 -0.477 -5.185 -1.105 0.449 1.331
H 1.676 -1.764 -6.753 0.365 -0.275 -0.234
H 1.945 -2.541 -5.179 0.136 0.527 0.024
H 3.055 -1.201 -5.753 -0.243 -0.595 -0.057
C 0.560 0.382 -5.986 0.338 0.530 0.251
C 0.349 0.168 -7.469 -0.270 0.404 -0.054
H 0.138 1.317 -5.547 0.163 -0.952 -0.421
H -0.129 -0.801 -7.597 -0.046 -0.127 -0.300
H 1.190 0.232 -8.171 0.270 -0.132 0.506
H -0.336 0.927 -7.835 -0.301 0.029 -0.062
Al 1.641 0.127 1.870 -0.358 -0.019 0.097
Cl 3.488 -0.125 2.913 0.228 0.111 0.230
Cl -0.480 -2.415 -0.167 -0.220 -0.209 -0.122
C 1.478 2.784 1.692 -1.209 0.003 0.787
O 0.876 1.773 2.179 0.405 0.676 -0.519
N 0.849 3.924 1.436 0.303 -1.244 0.317
C -0.590 4.021 1.175 -0.137 0.431 0.207
C 1.633 5.123 1.648 -0.080 0.344 -0.450
H 2.557 2.785 1.529 -0.037 -0.044 0.199
H -0.948 3.255 0.473 0.403 0.025 0.387
H -0.711 4.993 0.703 -0.136 -0.008 -0.194
H -1.208 4.051 2.085 0.344 -0.290 -0.171
H 2.693 4.858 1.552 -0.252 0.326 0.000
H 1.445 5.540 2.650 0.063 -0.136 -0.273
H 1.332 5.848 0.892 0.321 0.156 0.060
H -1.864 -1.588 -2.351 -0.139 0.171 -0.064
H -3.357 0.971 -3.582 0.002 0.029 0.140
C -2.875 -1.330 -2.001 0.073 -0.428 -0.063
C -3.807 0.875 -2.584 0.397 0.115 -0.116
N -2.964 0.087 -1.698 0.180 0.450 0.743
H -3.105 -1.935 -1.118 0.014 0.133 -0.068
C -2.280 0.618 -0.641 -0.522 -0.660 0.002
O -1.724 -0.012 0.259 -0.523 0.887 -0.673
H -3.974 1.877 -2.182 0.053 -0.092 0.021
H -2.317 1.720 -0.632 -0.070 0.043 -0.075
H -3.616 -1.535 -2.778 0.152 -0.113 0.072
H -4.774 0.382 -2.736 0.119 0.086 0.277
O 0.435 -1.351 -2.917 -1.893 0.694 -1.145
C 1.124 -0.388 -3.610 1.142 -1.083 0.750
C -0.387 1.609 -3.150 0.069 0.792 0.464
C 0.892 1.064 -3.157 0.158 -0.844 -1.384
H -1.245 1.040 -3.499 0.316 -0.178 0.328
C -0.548 2.945 -2.767 0.224 -0.163 -0.205
H 2.117 -0.718 -3.254 1.175 1.230 -0.566
C 2.007 1.871 -2.960 -0.398 0.543 0.435
H -1.542 3.392 -2.750 0.130 0.003 -0.046
C 0.570 3.723 -2.451 0.033 -0.011 0.629
C 1.858 3.184 -2.510 -0.412 -0.320 -0.512
H 2.981 1.453 -3.181 0.109 -0.077 0.316
H 0.441 4.751 -2.117 -0.048 -0.045 -0.103
H 2.726 3.781 -2.253 -0.032 0.081 -0.129
Si 0.073 -4.192 -1.040 0.232 -0.748 1.271
Cl 1.932 0.454 -0.131 0.238 -0.400 -0.903
C -1.337 -5.413 -1.370 -0.230 0.354 -0.181
C 0.808 -4.990 0.530 0.288 0.147 0.000
C 1.259 -3.952 -2.428 0.014 -0.668 -0.124
H -2.305 -4.963 -1.610 0.116 0.030 -0.125
H -1.482 -6.028 -0.481 -0.005 0.081 0.021
H -1.063 -6.091 -2.179 -0.003 0.026 -0.153
H 0.683 -3.632 -3.313 0.516 0.169 0.358
H 1.794 -4.906 -2.642 -0.247 0.511 0.183
H 1.949 -3.161 -2.102 -0.169 -0.172 -0.485
H 1.285 -4.250 1.191 -0.033 -0.173 -0.314
H 1.543 -5.754 0.282 0.067 -0.229 0.110
H -0.010 -5.450 1.102 0.212 0.067 -0.130
N 0.624 -1.123 2.784 -0.485 -0.555 1.216
S -0.705 -1.071 3.754 -0.199 0.028 -0.728
C -0.436 -2.504 4.846 -0.503 -0.444 0.567
C -1.564 -3.082 5.497 0.663 0.080 -0.126
C -1.413 -4.281 6.219 0.224 0.570 -0.353
C -0.155 -4.882 6.303 0.246 -0.140 -0.157
C 0.954 -4.313 5.679 -0.349 0.645 -0.313
C 0.807 -3.130 4.940 0.072 -0.052 0.341
C -0.532 0.480 4.669 -0.551 0.184 0.584
C -1.376 1.551 4.292 0.375 -0.748 -0.343
C -1.017 2.846 4.647 0.116 -0.069 0.330
C 0.131 3.045 5.421 0.235 -0.282 0.115
C 0.880 1.962 5.916 -0.425 -0.181 -0.043
C 0.500 0.655 5.583 0.407 0.424 -0.375
H 1.294 -1.683 3.314 0.066 0.349 -0.563
H -2.540 -2.598 5.448 0.262 -0.141 -0.126
H -2.272 -4.756 6.704 0.300 0.322 -0.231
H -0.022 -5.826 6.828 -0.153 0.251 -0.030
H 1.953 -4.741 5.719 -0.349 -0.128 0.134
H 1.716 -2.729 4.486 -0.301 -0.145 0.135
H -2.258 1.360 3.675 0.407 0.034 0.047
H -1.623 3.698 4.309 0.290 -0.452 0.273
H 0.450 4.055 5.662 -0.078 -0.110 -0.006
H 1.759 2.117 6.553 -0.471 0.043 -0.248
H 1.035 -0.220 5.957 0.064 0.343 -0.149
```
Positions in Å, forces in eV/Å.